# 1
A cluster of 6 separate species, C36H26ClN2O14P in total at a distorted geometry. Source: the OMol25 dataset; level of theory: ωB97M-V/def2-TZVPD.

Each line ends with the Mulliken charge.
Positions of all 80 atoms, in Å:
C (0.12, 5.88, 0.86)  -0.221
C (-0.97, 0.24, 8.09)  -0.433
H (1.61, -1.76, -8.66)  0.313
C (-1.76, -0.15, 0.49)  0.070
H (-0.84, 5.43, 2.70)  0.406
H (0.26, 1.68, 5.16)  0.375
C (-1.17, -3.26, -2.98)  -0.411
O (-2.71, -2.07, -4.30)  -0.513
O (-1.64, -6.49, -1.58)  -0.568
H (4.84, -6.35, 2.39)  0.402
C (-1.89, -5.47, -2.21)  0.588
C (-0.64, 0.36, 6.65)  0.401
C (-1.80, 0.71, 2.79)  -0.185
C (0.97, 6.61, 3.04)  0.299
O (-1.69, 3.11, -3.94)  -0.532
C (1.25, 6.54, 0.18)  0.583
H (-1.04, -2.04, -8.77)  0.293
H (0.92, -7.94, 1.34)  0.447
C (2.11, 7.27, 2.36)  -0.435
C (-3.45, -4.18, -3.59)  -0.369
C (-0.01, 5.91, 2.19)  -0.395
H (-2.03, 0.63, 3.85)  0.373
H (-2.58, -1.18, 2.24)  0.453
O (-0.31, 3.88, -1.55)  -0.280
C (-2.47, -3.08, -3.68)  0.224
Cl (2.17, 2.34, -5.39)  -0.082
H (0.81, 3.50, 6.77)  0.482
O (1.68, -0.18, -3.41)  -0.539
O (-0.91, -0.53, 5.87)  -0.556
H (-4.39, -4.03, -4.10)  0.429
O (1.37, 6.51, -1.03)  -0.595
C (3.63, -5.09, 1.19)  -0.444
H (-1.89, 0.80, -5.50)  0.298
O (-0.86, 2.84, 3.14)  -0.520
C (2.92, -7.31, 1.97)  0.336
C (-0.63, -1.30, -7.98)  -0.172
C (2.34, -4.91, 0.49)  0.525
C (-1.10, 1.10, 0.05)  -0.155
C (0.32, 2.58, 7.07)  -0.459
H (-1.40, 3.52, -4.80)  0.362
C (-2.09, -0.27, 1.93)  -0.546
C (1.36, -6.01, 0.59)  -0.169
C (1.50, -0.23, -6.84)  -0.248
H (-3.88, -6.11, -2.83)  0.402
C (1.63, -7.13, 1.27)  -0.427
H (-0.86, 1.17, -1.01)  0.804
H (0.42, -5.87, 0.07)  0.302
C (0.91, -1.19, -7.94)  -0.420
O (3.16, -8.32, 2.59)  -0.553
C (-0.91, -4.37, -2.30)  -0.442
C (-0.68, 1.21, 8.95)  -0.363
C (-1.16, 0.24, -6.19)  -0.089
N (0.77, 1.45, -4.95)  0.192
H (4.34, -4.27, 1.12)  0.409
C (0.36, 0.47, -6.02)  0.253
H (3.07, 7.71, 0.52)  0.419
O (0.86, 6.63, 4.25)  -0.551
N (-1.63, -0.68, -7.18)  -0.476
C (-0.80, 2.07, 0.92)  -0.212
C (-3.18, -5.29, -2.90)  -0.461
H (0.04, 4.76, -1.87)  0.321
C (0.89, 0.78, -3.64)  0.453
H (-1.46, -0.68, 8.40)  0.412
C (-1.13, 1.95, 2.35)  0.246
H (-0.47, -2.44, -3.06)  0.684
O (0.26, 3.34, 9.30)  -0.547
C (2.24, 7.23, 1.03)  -0.395
H (2.83, 7.77, 3.00)  0.419
C (-0.01, 2.46, 8.51)  0.368
O (-2.03, -1.03, -0.29)  -0.525
C (0.02, 1.61, 6.21)  -0.088
O (2.09, -3.90, -0.13)  -0.485
H (0.04, -4.52, -1.78)  0.409
H (-0.60, 5.37, 0.22)  0.498
O (0.00, 1.23, -2.58)  -0.470
H (-0.31, 2.99, 0.61)  0.435
H (2.61, -0.07, -6.67)  0.332
P (-0.29, 2.90, -2.96)  0.257
C (3.90, -6.20, 1.88)  -0.345
H (-0.91, 1.14, 10.01)  0.403

Values from the calculation:
Maximum force, Eh/bohr: 0.117
LUMO, Eh: -0.0637
Structure (SMILES): O=C(OP(O)O)N(Cl)c1cccnc1.O=C1C=CC(=O)C=C1.O=C1C=CC(=O)C=C1.O=C1C=CC(=O)C=C1.O=C1C=CC(=O)C=C1.O=C1C=CC(=O)C=C1
Charge: 0
Orbital gap, eV: 7.02

# 2
A cluster of 4 separate species, C4H16O3 in total at a distorted geometry. Source: the OMol25 dataset; level of theory: ωB97M-V/def2-TZVPD.

Each line ends with the Mulliken charge.
Positions of all 23 atoms, in Å:
O (-1.94, -2.59, 0.94)  -0.588
H (-1.16, -0.69, -2.36)  0.387
O (-1.53, 2.75, -0.07)  -0.524
H (-0.82, 2.75, 0.61)  0.381
C (2.14, -0.84, 0.41)  -1.280
O (-0.50, 1.47, 2.75)  -0.606
H (-1.23, -3.24, 0.89)  0.340
H (2.42, -1.68, 1.04)  0.404
C (0.62, 0.12, -1.40)  -0.246
C (-0.81, 0.24, -1.91)  -1.302
H (0.21, -1.67, -0.14)  0.235
H (0.10, 0.73, 2.67)  0.313
H (0.18, -0.06, 0.68)  -0.333
H (-0.88, 1.06, -2.66)  0.370
H (2.43, 0.04, 1.01)  0.344
H (-1.45, -1.76, 0.96)  0.351
H (-0.92, 2.64, -0.82)  0.320
H (1.34, -0.33, -2.14)  0.356
H (-1.32, 1.10, 2.40)  0.345
C (0.73, -0.70, -0.15)  0.645
H (-1.50, 0.46, -1.08)  0.428
H (2.86, -0.94, -0.43)  0.345
H (1.01, 1.14, -1.19)  0.316

Values from the calculation:
Relative energy (zero: lowest compared OMol25 entry of this formula, charge and spin), eV: 1.164
<S²>: 0.75
Maximum force, Eh/bohr: 0.041
Multiplicity: 2
LUMO (spin up / spin down), Eh: -0.1274 / -0.4160
Charge: +1
Orbital gap (spin up / spin down), eV: 11.87 / 3.90

# 3
A cluster of 11 separate species, C44H82N2O12 in total at a distorted geometry. Source: the OMol25 dataset; level of theory: ωB97M-V/def2-TZVPD.

Each line ends with the Mulliken charge.
Positions of all 140 atoms, in Å:
C (7.28, -8.82, 22.46)  -0.504
H (6.75, -3.86, 20.72)  0.487
H (7.82, 2.11, 16.72)  0.316
H (3.51, -1.30, 16.07)  0.360
H (7.90, -5.67, 21.77)  -0.246
H (8.54, 4.87, 17.72)  0.305
C (8.62, -0.37, 22.30)  0.126
H (13.69, -5.59, 17.67)  0.309
H (8.85, 1.16, 18.44)  0.115
H (11.87, -2.40, 24.98)  0.513
H (7.55, 1.56, 22.20)  0.094
C (7.74, 4.53, 21.90)  -0.053
H (11.25, -1.88, 19.61)  -0.421
C (3.44, -0.97, 17.05)  -0.794
H (7.94, 2.07, 19.65)  0.027
H (10.07, -7.38, 22.19)  0.334
H (10.90, 4.26, 18.27)  0.326
C (13.99, -3.06, 22.66)  -0.634
H (7.66, -3.81, 16.47)  0.367
H (9.71, 5.33, 22.53)  0.095
C (9.18, -7.41, 21.61)  -0.271
O (11.61, -1.48, 22.42)  0.159
C (8.90, 3.99, 17.26)  -0.821
H (6.70, -2.42, 26.22)  0.244
H (12.03, 1.54, 21.84)  -0.121
C (6.92, -3.49, 26.21)  -0.591
C (10.37, -0.92, 26.29)  0.751
H (13.13, 3.42, 23.08)  0.410
H (15.24, -1.33, 22.26)  0.381
H (5.53, 0.22, 22.75)  0.723
H (7.92, -3.52, 25.87)  -0.041
H (12.09, 2.93, 25.28)  0.271
H (9.51, -3.23, 30.36)  0.386
H (10.07, -2.15, 29.04)  0.165
H (10.66, 2.71, 17.29)  0.251
O (10.09, -2.21, 25.96)  -0.106
C (6.91, -4.15, 27.60)  -0.593
H (8.49, -0.68, 27.30)  0.320
H (9.25, -2.02, 18.01)  0.505
H (8.32, -9.36, 20.70)  0.240
H (8.32, 6.47, 22.51)  0.490
C (11.18, -3.02, 25.51)  -0.597
N (7.56, 0.53, 22.37)  1.000
O (12.16, -3.88, 19.87)  -0.013
C (4.09, 0.43, 17.17)  -0.510
N (8.17, -2.78, 19.54)  1.923
O (9.72, 2.93, 19.22)  -0.037
C (9.17, -0.17, 26.62)  -0.741
H (7.21, -5.19, 27.47)  0.360
C (11.02, 1.84, 23.77)  1.178
C (8.18, -1.62, 22.67)  0.541
C (10.16, 3.50, 17.98)  -0.535
O (11.50, -0.52, 26.25)  -0.637
H (9.35, -7.08, 20.59)  0.130
H (10.48, -4.99, 20.10)  -0.330
H (5.89, -1.02, 19.35)  -0.499
H (12.25, 4.26, 21.90)  0.436
C (4.96, -0.72, 18.92)  0.398
H (6.84, 3.61, 24.60)  0.476
O (5.18, 0.41, 18.16)  -0.321
H (13.72, -1.06, 23.22)  0.161
H (10.95, -3.63, 29.49)  0.340
H (6.73, 4.97, 21.80)  0.373
C (8.66, 5.47, 22.67)  -0.506
C (8.37, 5.07, 24.15)  -0.667
C (12.05, -1.19, 21.37)  -0.058
O (9.38, -5.06, 27.91)  -0.571
H (14.25, -4.22, 19.35)  0.282
H (7.41, -9.07, 23.50)  0.271
O (11.36, 4.18, 23.75)  -0.464
H (10.17, -5.04, 25.26)  0.500
C (7.86, 2.85, 17.56)  -0.422
C (10.67, -4.27, 24.71)  -0.961
H (5.91, -4.16, 28.04)  0.370
H (7.48, 5.63, 24.44)  0.422
H (8.53, -0.08, 25.71)  -0.093
H (11.66, -3.42, 26.34)  0.394
H (6.84, 3.20, 17.75)  0.224
H (10.36, -0.45, 20.50)  -0.764
C (8.06, -6.65, 22.29)  0.341
H (8.12, 4.25, 20.87)  -0.269
H (10.15, -3.96, 23.83)  -0.194
H (4.26, -0.58, 19.74)  0.149
H (9.95, 1.40, 23.78)  -0.866
C (7.18, -3.67, 19.72)  -0.221
H (10.57, 2.47, 21.75)  -0.163
C (8.50, -2.78, 18.20)  -0.593
H (13.44, -2.89, 18.67)  0.484
H (14.43, -3.69, 21.84)  0.189
C (7.70, -3.70, 17.57)  -1.063
C (13.25, -3.88, 18.98)  -0.680
C (12.93, -4.83, 17.79)  -0.618
H (6.34, -5.22, 18.59)  0.608
H (3.31, 1.05, 17.60)  0.290
C (6.48, -0.21, 22.67)  -1.400
C (9.94, -3.23, 29.36)  -1.162
H (5.22, -2.16, 17.26)  0.050
C (14.17, -1.57, 22.38)  -0.236
C (11.41, 2.26, 22.34)  0.389
O (7.81, -3.52, 28.43)  -0.339
O (6.88, -7.48, 22.32)  -0.474
H (12.81, -4.23, 16.84)  0.257
C (4.43, -1.80, 17.90)  -0.125
H (10.35, 3.28, 25.24)  0.474
H (14.47, -3.36, 23.59)  0.437
O (7.71, 3.30, 22.69)  -0.570
O (13.47, -1.17, 21.19)  -0.407
H (11.58, 1.05, 24.17)  0.367
C (8.62, -8.90, 21.69)  -0.559
C (11.20, 3.10, 24.63)  -0.971
H (12.16, -5.80, 20.48)  0.253
H (11.97, -0.25, 19.57)  0.591
H (12.97, -3.21, 22.79)  -0.116
H (8.41, -6.55, 23.31)  0.174
C (11.30, -0.90, 20.12)  0.987
H (6.24, -3.99, 25.57)  0.520
H (6.13, -2.22, 23.30)  0.516
C (8.54, 2.18, 18.75)  -0.130
C (6.81, -1.52, 22.85)  -1.187
H (8.47, -2.05, 20.21)  -0.763
H (11.60, -6.62, 18.18)  0.382
H (8.75, -2.59, 22.81)  -0.154
H (9.44, 0.88, 26.93)  0.331
H (10.72, -5.20, 17.81)  0.217
C (11.56, -5.18, 19.77)  0.018
C (6.90, -4.32, 18.54)  -1.310
H (8.47, 2.81, 24.49)  -0.702
H (11.61, -4.78, 24.35)  0.469
H (6.56, -9.49, 22.05)  0.342
H (3.93, -2.64, 18.44)  0.372
C (11.61, -5.52, 18.28)  -0.562
H (2.43, -1.12, 17.49)  0.296
H (4.46, 0.92, 16.29)  0.355
H (9.29, 5.24, 24.77)  0.266
C (9.07, -4.04, 28.44)  1.027
H (9.36, -9.67, 22.15)  0.267
H (9.64, -0.08, 22.23)  -0.289
C (7.85, 3.61, 24.10)  0.351
H (9.02, 4.15, 16.20)  0.372
C (12.14, 3.55, 22.70)  -0.946

Values from the calculation:
Maximum force, Eh/bohr: 0.073
LUMO, Eh: 0.0262
Structure (SMILES): c1cc[nH]c1.c1cc[nH]c1.CCOC(C)=O.CCOC(C)=O.CCOC(C)=O.C1CCOC1.C1CCOC1.C1CCOC1.C1CCOC1.C1CCOC1.C1CCOC1
Charge: 0
Orbital gap, eV: 8.79